(1)
DFT (ωB97M-V/def2-TZVPD) results for C5H8O in the gas phase.

Cartesian coordinates (Å):
C: -1.741 -0.443 0.381
C: -0.531 0.175 0.719
C: 1.049 -0.717 0.355
C: 1.518 -0.202 -0.867
O: -0.050 0.968 -1.432
C: -0.545 1.216 -0.322
H: -1.930 -0.761 -0.638
H: -2.484 -0.688 1.136
H: -0.482 0.534 1.749
H: 0.722 -1.754 0.343
H: 1.619 -0.460 1.246
H: 1.478 -0.778 -1.784
H: 2.206 0.638 -0.877
H: -0.967 2.199 -0.088

* Kohn-Sham gap (spin up / spin down): 7.71 / 7.72 eV
* relative energy (zero: lowest compared OMol25 entry of this formula, charge and spin): 439.7 kJ/mol
* spin multiplicity: 1

Formally, the Mulliken partial charges of the atoms, in units of the elementary charge, are as follows: -1.0183 0.1917 -0.5668 -0.2925 -0.4819 -0.0995 0.2866 0.2925 0.3186 0.2531 0.2794 0.2197 0.2453 0.3720



(2)
DFT (ωB97M-V/def2-TZVPD) results for 3 unconnected molecules or ions with the total composition C5H17NO2 at a distorted geometry.

Cartesian coordinates (Å):
C: -2.038 -1.335 0.659
C: -0.541 -1.302 0.999
N: 0.262 -0.612 0.003
C: 1.639 -0.424 0.391
C: 0.075 -1.005 -1.393
C: -0.462 0.130 -2.234
H: -2.296 -0.650 -0.136
H: -2.370 -2.333 0.416
H: -2.584 -0.950 1.519
H: -0.385 -0.830 1.973
H: -0.170 -2.336 1.161
H: 1.917 0.621 0.207
H: 2.318 -1.032 -0.179
H: 1.753 -0.640 1.445
H: -0.599 -1.870 -1.435
H: 0.998 -1.397 -1.825
H: -1.393 0.539 -1.858
H: 0.255 0.942 -2.361
H: -0.562 -0.238 -3.259
O: 1.307 2.387 2.632
H: 1.575 1.516 2.932
H: 1.566 2.397 1.706
O: 0.287 2.872 -0.574
H: -0.070 2.106 -0.104
H: -0.481 3.443 -0.685

* Kohn-Sham gap: 9.17 eV
* relative energy (zero: lowest compared OMol25 entry of this formula, charge and spin): 105.1 kJ/mol
* spin multiplicity: 1

Formally, the Mulliken partial charges of the atoms, in units of the elementary charge, are as follows: -1.0733 -0.5802 0.4655 -1.1173 -0.7596 -1.1083 0.2646 0.3017 0.3413 0.4009 0.3533 0.1815 0.3059 0.3809 0.3884 0.3562 0.1982 0.3268 0.4007 -0.6454 0.3196 0.3325 -0.6243 0.2937 0.2964



(3)
DFT (ωB97M-V/def2-TZVPD) results for a molecular structure, C33H35AlClN6O10.

Cartesian coordinates (Å):
N: -1.868 4.358 2.526
Al: -1.282 2.603 2.011
C: -0.274 2.810 0.246
C: -1.084 2.429 -1.022
C: -1.424 3.646 -1.896
Cl: -0.567 3.646 -3.481
H: -2.131 4.832 1.662
H: -1.050 4.869 2.852
H: -0.252 2.134 3.181
H: -2.575 1.631 1.876
H: 0.654 2.237 0.258
H: 0.025 3.863 0.190
H: -0.549 1.722 -1.657
H: -2.026 1.962 -0.724
H: -1.172 4.584 -1.411
H: -2.496 3.664 -2.087
C: -2.289 -4.053 1.888
C: -1.337 -3.740 2.851
C: -0.446 -2.704 2.635
C: -0.532 -1.992 1.451
C: -1.463 -2.295 0.477
C: -2.346 -3.339 0.699
N: 0.380 -0.859 1.232
O: 1.197 -0.616 2.100
O: 0.248 -0.225 0.207
H: -2.991 -4.857 2.070
H: -1.300 -4.299 3.776
H: 0.291 -2.446 3.381
H: -1.509 -1.725 -0.438
H: -3.089 -3.586 -0.038
C: -2.662 -6.975 -5.678
C: -3.796 -6.176 -5.740
C: -3.972 -5.148 -4.828
C: -3.001 -4.937 -3.867
C: -1.868 -5.725 -3.785
C: -1.702 -6.752 -4.700
N: -3.171 -3.833 -2.909
O: -4.184 -3.168 -2.985
O: -2.286 -3.655 -2.094
H: -2.526 -7.774 -6.395
H: -4.543 -6.351 -6.501
H: -4.850 -4.521 -4.869
H: -1.125 -5.542 -3.023
H: -0.821 -7.377 -4.651
C: 3.616 1.512 1.625
C: 4.558 1.781 2.610
C: 5.491 2.789 2.430
C: 5.462 3.522 1.257
C: 4.536 3.269 0.261
C: 3.610 2.256 0.453
N: 6.436 4.606 1.069
O: 7.254 4.796 1.950
O: 6.375 5.256 0.043
H: 2.886 0.724 1.770
H: 4.564 1.203 3.524
H: 6.225 3.001 3.193
H: 4.530 3.850 -0.649
H: 2.874 2.048 -0.310
C: -5.155 0.574 5.361
C: -4.560 0.296 6.584
C: -4.054 -0.967 6.840
C: -4.152 -1.934 5.857
C: -4.748 -1.679 4.636
C: -5.252 -0.413 4.390
N: -3.581 -3.266 6.106
O: -3.053 -3.470 7.181
O: -3.646 -4.081 5.205
H: -5.538 1.565 5.160
H: -4.483 1.068 7.338
H: -3.584 -1.189 7.787
H: -4.810 -2.449 3.881
H: -5.711 -0.194 3.437
C: 3.179 3.549 -3.865
C: 3.908 4.148 -4.884
C: 5.119 3.608 -5.285
C: 5.581 2.467 -4.655
C: 4.874 1.858 -3.634
C: 3.664 2.408 -3.240
N: 6.856 1.878 -5.092
O: 7.467 2.443 -5.979
O: 7.227 0.857 -4.547
H: 2.230 3.968 -3.557
H: 3.530 5.037 -5.370
H: 5.691 4.070 -6.076
H: 5.254 0.970 -3.152
H: 3.096 1.943 -2.447

* net charge: -1
* Kohn-Sham gap: 5.23 eV
* spin multiplicity: 1

Formally, the Mulliken partial charges of the atoms, in units of the elementary charge, are as follows: -0.5727 -0.0254 0.0990 -0.6132 -0.4961 -0.2604 0.1603 0.1816 -0.3047 -0.2366 -0.7432 0.5280 0.4250 0.2533 0.3127 0.3644 -0.6643 -0.5022 -0.3611 -0.0519 -0.2339 -0.4999 1.0302 -0.6348 -0.5420 0.4239 0.4417 0.4745 0.6075 0.4121 -0.4420 -0.3704 -0.4570 0.1509 -0.2552 -0.4613 0.9931 -0.6205 -0.5592 0.3705 0.3672 0.4361 0.4665 0.3671 -0.4230 -0.4583 -0.4644 0.0340 -0.2612 0.2074 1.0271 -0.6310 -0.6219 0.3950 0.4180 0.4568 0.5555 -0.1453 -0.4984 -0.4000 -0.3957 0.1384 -0.2286 -0.4428 1.0605 -0.6283 -0.6158 0.3772 0.3720 0.4423 0.4438 0.3751 -0.4186 -0.5726 -0.3445 0.0114 -0.4133 -0.4391 1.0220 -0.6190 -0.6125 0.4440 0.3950 0.4605 0.4562 0.5848



(4)
DFT (ωB97M-V/def2-TZVPD) results for 2 unconnected molecules or ions with the total composition CH2N3O3 at a distorted geometry.

Cartesian coordinates (Å):
C: -0.497 0.962 -0.014
N: 0.296 1.773 0.184
N: -1.553 0.170 -0.175
N: 1.379 -0.626 0.110
O: 2.424 -0.120 -0.191
O: 0.688 -1.168 -0.790
O: 0.983 -0.697 1.280
H: -1.313 -0.703 -0.638
H: -2.407 0.408 0.233

* net charge: -1
* Kohn-Sham gap: 8.27 eV
* relative energy (zero: lowest compared OMol25 entry of this formula, charge and spin): 314.6 kJ/mol
* spin multiplicity: 1

Formally, the Mulliken partial charges of the atoms, in units of the elementary charge, are as follows: 0.4994 -0.4797 -0.4190 1.0256 -0.6424 -0.7665 -0.6449 0.2605 0.1667



(5)
DFT (ωB97M-V/def2-TZVPD) results for 3 unconnected molecules or ions with the total composition C5H12O2 at a distorted geometry.

Cartesian coordinates (Å):
C: 1.887 1.267 2.867
C: 0.816 1.508 2.020
C: -0.649 1.762 2.288
C: -1.181 2.486 1.024
C: -2.331 2.493 0.450
H: 2.971 1.261 2.656
H: 1.747 1.627 3.992
H: 1.152 1.320 0.985
H: -0.700 2.456 3.226
H: -1.200 0.859 2.352
H: -0.388 3.234 0.792
H: -2.917 3.415 0.269
H: -2.852 1.568 0.293
O: 3.941 -2.925 -4.450
H: 4.614 -3.455 -3.985
H: 3.160 -3.445 -4.199
O: -2.898 -4.163 -2.218
H: -3.157 -4.740 -2.942
H: -2.028 -4.499 -1.990

* Kohn-Sham gap: 9.54 eV
* relative energy (zero: lowest compared OMol25 entry of this formula, charge and spin): 418.5 kJ/mol
* spin multiplicity: 1

Formally, the Mulliken partial charges of the atoms, in units of the elementary charge, are as follows: -0.7650 -0.2150 -0.0368 -0.3761 -0.5718 0.2896 0.1786 0.2781 0.2233 0.2757 0.2589 0.2026 0.2579 -0.6381 0.3208 0.3173 -0.6370 0.3199 0.3170



(6)
DFT (ωB97M-V/def2-TZVPD) results for a molecular structure, C18H30O2 at a distorted geometry.

Cartesian coordinates (Å):
C: -4.718 -0.332 -5.530
C: -3.279 -0.165 -5.205
C: -3.164 -0.382 -3.659
C: -1.604 -0.040 -3.181
H: -1.140 0.997 -3.570
H: -0.896 -0.638 -3.598
C: -1.412 0.029 -1.519
C: -1.358 -1.710 -1.171
C: -0.783 -2.183 -0.046
C: -0.066 -1.312 0.896
C: 1.110 -2.201 1.466
C: 1.814 -2.306 2.607
C: 1.400 -1.494 3.653
C: 2.209 -0.618 4.315
C: 2.317 0.676 4.188
C: 1.057 1.714 3.866
H: 0.633 2.182 4.583
H: 0.324 1.104 3.293
C: 1.452 2.620 2.807
C: 1.640 2.392 1.498
H: 2.027 3.191 0.820
C: 2.779 1.383 1.414
C: 2.990 0.920 -0.146
O: 4.053 0.900 -0.604
O: 2.005 0.499 -0.917
H: 2.071 0.481 -1.873
H: 2.703 0.550 1.654
H: 3.712 1.583 1.644
H: 0.785 2.030 1.115
H: 2.405 3.255 3.235
H: 0.735 3.418 2.917
H: 3.177 1.253 4.575
H: 3.143 -1.056 4.650
H: 1.230 -2.255 4.503
H: 0.338 -1.013 3.662
H: 2.507 -2.868 2.697
H: 1.763 -2.675 0.396
H: 0.020 -0.198 0.661
H: -0.716 -1.192 1.875
H: -1.013 -3.184 0.342
H: -2.105 -2.136 -1.825
H: -0.583 0.400 -1.067
H: -2.163 0.423 -1.021
H: -3.616 0.572 -3.089
H: -3.289 -1.358 -3.171
H: -2.925 0.865 -5.550
H: -2.567 -0.782 -5.666
H: -4.752 -0.168 -6.760
H: -4.964 -1.517 -5.256
H: -5.282 0.344 -4.907

* Kohn-Sham gap: 9.52 eV
* relative energy (zero: lowest compared OMol25 entry of this formula, charge and spin): 1279.9 kJ/mol
* spin multiplicity: 1

Formally, the Mulliken partial charges of the atoms, in units of the elementary charge, are as follows: -0.8931 -0.5254 -0.2788 -1.3972 0.3602 0.6786 -0.4122 -0.2382 -0.8891 1.5074 -0.2843 -1.3297 0.0103 -0.4421 -0.5863 -0.6234 0.5705 0.0347 -0.8634 -0.0607 0.3083 -0.4514 0.1997 -0.5753 -0.3133 0.3013 -0.0358 0.6783 0.1240 0.2571 0.5060 0.3370 0.2934 0.2851 0.3126 0.9717 0.0648 -0.6814 0.1174 0.3259 0.1713 -0.0104 0.5660 0.1640 0.2508 0.2760 0.4153 0.2734 0.2051 0.3254